Record 1
# BrFHN

2 unconnected molecules or ions with the total composition BrFHN (ωB97M-V/def2-TZVPD, the Open Molecules 2025 dataset).

Geometry as XYZ:
```
4
Properties=species:S:1:pos:R:3:nbo_charge:R:1
N -0.09910 0.16917 -0.43588 -0.180
F 0.07105 1.41256 0.32231 -0.271
Br -1.46260 -0.97615 0.07116 0.239
H 1.49066 -0.60558 0.04242 0.212
```

Calculated values
LUMO energy (spin up / spin down)   -0.0421 / -0.0539 Eh
HOMO level (spin up / spin down)   -10.292 / -10.103 eV
E   -2728.99523 Eh
Total charge   0
Frontier orbital gap (spin up / spin down)   9.1 / 8.6 eV

Record 2
# C25H51BClN4O11P

2 unconnected molecules or ions with the total composition C25H51BClN4O11P (ωB97M-V/def2-TZVPD, the Open Molecules 2025 dataset).

Geometry as XYZ:
```
94
Properties=species:S:1:pos:R:3:lowdin_charge:R:1
C -2.55254 -1.07940 -0.30293 0.180
C -2.02672 -0.02625 -0.63774 -0.032
C -1.42968 1.20186 -1.15466 -0.399
N -2.01282 2.37242 -0.58031 0.067
C -3.29103 2.29392 0.10920 -0.199
C -3.19524 1.97694 1.61859 -0.166
C -4.17632 0.86339 2.04601 -0.265
C -5.34727 1.37142 2.89250 -0.105
O -1.33245 1.13296 -2.57066 0.013
C -2.37658 1.59753 -3.38499 -0.622
N -3.68964 1.28154 -3.00062 0.172
N -2.30315 3.01594 -3.70272 0.147
O -2.15968 0.87368 -4.63263 -0.044
N -1.49226 1.65187 -5.62007 -0.034
O -2.02731 1.55343 -6.64498 0.093
C 0.13590 1.14783 -0.68379 -0.221
C 0.65529 -0.22210 -1.02399 -0.128
O 2.06367 -0.22074 -1.31932 -0.179
C 2.40038 -1.22033 -2.26485 -0.223
C 3.87547 -1.57445 -2.07176 -0.211
C 4.48929 -2.13489 -3.36070 -0.093
O 0.08852 1.54674 0.67600 -0.080
C 1.03866 1.09686 1.62513 -0.477
C 2.51596 1.02403 1.21024 -0.131
C 3.57281 1.33585 2.27104 -0.237
C 3.70844 0.29372 3.38679 -0.559
Cl 3.59429 1.02674 5.01702 0.569
C 0.90520 2.11571 2.76218 -0.200
O 1.35798 3.37411 2.31715 -0.161
C 0.31920 4.33059 2.23762 -0.087
P 0.39929 -0.48046 2.40279 0.792
O 0.55543 -0.55523 3.87299 -0.429
B 0.81992 2.32816 -1.55722 -0.418
O 0.78778 3.57063 -0.97663 0.164
C 1.48766 2.15359 -2.97496 -0.118
C 1.28232 3.36629 -3.93822 -0.084
H -2.88985 -2.06153 -0.14597 0.042
H -1.94361 3.18417 -1.16713 0.114
H -4.03885 1.63821 -0.33339 0.092
H -3.72201 3.29116 0.05709 0.119
H -3.39059 2.87840 2.18430 0.103
H -2.20478 1.63095 1.88291 0.075
H -3.62204 0.17945 2.68488 0.093
H -4.51127 0.27252 1.20212 0.083
H -6.12358 1.78566 2.25663 0.069
H -5.78985 0.51092 3.38383 0.065
H -5.00667 2.05687 3.65598 0.069
H -3.78801 0.40180 -2.52013 0.093
H -4.19510 2.03400 -2.57020 0.086
H -2.92450 3.54585 -3.10329 0.087
H -1.36275 3.32539 -3.47560 0.072
H 0.17572 -0.64193 -1.89999 0.134
H 0.51000 -0.96936 -0.24034 0.107
H 2.21609 -0.82209 -3.26290 0.118
H 1.83339 -2.13314 -2.09145 0.131
H 3.90529 -2.31763 -1.28800 0.105
H 4.36137 -0.65970 -1.75238 0.108
H 4.47263 -3.21563 -3.33019 0.069
H 4.00188 -1.74057 -4.24240 0.067
H 5.52981 -1.83421 -3.38756 0.066
H 2.74753 1.63071 0.34463 0.125
H 2.72071 0.00714 0.88104 0.099
H 3.52484 2.34075 2.66520 0.094
H 4.52043 1.28987 1.74221 0.110
H 4.69995 -0.12964 3.35968 0.059
H 3.02112 -0.53417 3.28762 0.044
H -0.16020 2.21021 2.97417 0.120
H 1.36956 1.78731 3.68358 0.086
H 0.75709 5.22217 1.80830 0.087
H -0.02788 4.58850 3.23766 0.092
H -0.48151 3.98396 1.58972 0.078
H 1.12410 -1.54947 1.81118 0.033
H -0.97023 -0.56184 2.07406 0.023
H 1.64403 3.99084 -1.10412 0.127
H 1.07749 1.26338 -3.43865 0.088
H 2.55570 1.98451 -2.83644 0.110
H 2.24449 3.72148 -4.27566 0.069
H 0.70706 4.14678 -3.45296 0.057
H 0.69779 3.01893 -4.77915 0.050
C 0.03360 -4.69085 3.62105 -0.059
C -0.76866 -4.53793 2.34693 -0.215
O -0.07767 -5.09254 1.21693 0.032
C -0.10838 -6.42099 1.12153 -0.615
O -0.67180 -7.17457 1.86924 0.128
O 0.59869 -6.77158 0.04629 0.004
C 0.72421 -8.18375 -0.13550 -0.040
H 1.03162 -4.26859 3.49621 0.081
H -0.46263 -4.18325 4.44750 0.085
H 0.15402 -5.74101 3.88380 0.075
H -0.90276 -3.47874 2.12697 0.098
H -1.76044 -4.98051 2.44027 0.125
H -0.24996 -8.66719 -0.13710 0.095
H 1.35410 -8.60723 0.64523 0.099
H 1.20049 -8.33614 -1.09971 0.092
```

Calculated values
LUMO energy   0.0109 Eh
HOMO level   -9.062 eV
E   -2856.05005 Eh
Total charge   0
Frontier orbital gap   9.4 eV

Record 3
# C17H34B2Br2F3I2N4O13P2S

A molecular structure, C17H34B2Br2F3I2N4O13P2S (ωB97M-V/def2-TZVPD, the Open Molecules 2025 dataset).

Geometry as XYZ:
```
80
Properties=species:S:1:pos:R:3:lowdin_charge:R:1
C 2.30704 -2.94221 2.05858 -0.136
N 2.47162 -1.54700 1.41782 -0.124
C 1.34592 -1.33173 0.38431 -0.244
N 0.56949 -0.15907 0.41547 -0.093
C 0.18927 0.66116 -0.76710 -0.097
N -0.92767 0.17165 -1.43045 -0.059
B -1.58715 0.89956 -2.56120 -0.697
O -1.07403 0.74821 -3.94845 0.078
O -2.79060 1.74831 -2.35350 0.032
P -1.78428 -1.37210 -0.98449 0.752
O -0.83338 -2.70241 -1.63932 -0.395
Br -3.79379 -1.51505 -2.02708 0.480
N 0.90385 1.94592 -0.96955 -0.045
C 1.44607 2.33791 -2.26078 -0.223
C 0.67424 3.58166 -3.07650 -0.680
C 1.75318 4.77179 -3.54334 -0.186
Br -0.80891 4.47655 -2.13539 0.673
C 1.73036 2.36990 0.26380 -0.513
I 2.14425 4.57294 0.14695 1.160
B 3.31609 1.81337 0.23253 -0.665
O 3.75402 0.56169 -0.41393 0.037
O 4.45927 2.64945 0.75425 -0.195
C 5.54021 1.73449 1.18225 -0.124
C 0.98774 1.97254 1.71038 -0.594
I 2.48046 1.43938 3.28943 1.194
C -0.02584 3.12155 2.27806 -0.292
P 0.58854 4.19247 3.72314 0.650
O 2.00360 4.85502 3.58210 -0.441
O 0.43563 3.41230 5.31299 -0.262
O -0.55345 5.55463 3.81908 -0.255
C 0.09292 0.56104 1.59376 -0.311
C -0.11564 -0.23107 2.99640 -0.164
C -1.52878 -1.11257 2.80947 -0.193
O -1.96857 -1.74906 4.05721 -0.165
C -3.36490 -1.44663 4.39382 -0.077
C -4.19943 -2.77715 4.96978 -0.188
F -3.77581 -3.93291 4.13900 0.017
F -4.04960 -2.97330 6.42971 0.029
F -5.64120 -2.48992 4.62114 -0.015
H 1.21670 -3.14998 2.42963 0.089
H 2.76739 -3.79132 1.38657 0.101
H 2.98359 -2.90561 3.03783 0.106
H 3.40566 -1.64569 0.91741 0.109
H 1.89648 -1.47868 -0.66615 0.153
H 0.67472 -2.31519 0.49031 0.119
H -0.30434 0.08894 -3.83810 0.120
H -3.00467 1.65301 -1.36856 0.118
H 0.03180 -2.34613 -2.04992 0.097
H 1.32634 1.41118 -3.00950 0.145
H 2.56332 2.65396 -2.38832 0.139
H 0.24633 3.16197 -4.10932 0.113
H 2.77849 4.33805 -3.90617 0.092
H 1.21390 5.30581 -4.46513 0.100
H 1.89684 5.60288 -2.73303 0.036
H 3.16711 0.36972 -1.22175 0.111
H 6.17080 1.40660 0.23953 0.116
H 6.32141 2.25962 1.91415 0.126
H 5.14535 0.79276 1.77975 0.076
H -0.97058 2.55073 2.74004 0.117
H -0.51247 3.80883 1.43089 0.108
H 0.27258 4.11423 6.01161 0.092
H -0.00883 6.41208 3.71220 0.102
H -0.99953 0.95382 1.29574 0.149
H -0.34781 0.46670 3.93739 0.132
H 0.68870 -1.02964 3.27721 0.090
H -1.24734 -1.99996 2.06393 0.119
H -2.33602 -0.47292 2.25649 0.115
H -4.01858 -1.03378 3.51647 0.141
H -3.43494 -0.63767 5.26416 0.160
C -2.47702 -4.73186 -6.19793 -0.170
C -2.55701 -6.14648 -5.63032 -0.169
O -2.13565 -6.02849 -4.27337 -0.186
S -2.57741 -4.56415 -3.70682 0.664
O -3.81806 -4.71711 -2.97983 -0.260
O -1.41178 -3.91986 -3.14773 -0.293
O -2.91268 -3.87348 -5.14504 -0.200
H -1.44525 -4.46584 -6.44938 0.132
H -3.11003 -4.60466 -7.08019 0.141
H -1.91979 -6.84937 -6.17224 0.141
H -3.58850 -6.51436 -5.63283 0.137
```

Calculated values
LUMO energy   -0.1764 Eh
HOMO level   -11.509 eV
E   -9038.52475 Eh
Total charge   +1
Frontier orbital gap   6.7 eV

Record 4
# C26H42AsFe

A molecular structure, C26H42AsFe (ωB97M-V/def2-TZVPD, the Open Molecules 2025 dataset).

Geometry as XYZ:
```
70
Properties=species:S:1:pos:R:3:lowdin_spin:R:1
Fe 0.51258 0.41056 -0.71069 3.878
C 2.23917 0.07213 0.64147 0.129
C 1.22500 0.65731 1.44649 0.186
C 1.01776 2.03056 0.90729 0.233
C 1.87251 2.14128 -0.22326 0.098
C 2.70372 0.99119 -0.34905 0.205
C 3.83168 0.78084 -1.31038 0.027
C 3.68130 1.67773 -2.54129 0.006
C 5.11798 1.16346 -0.54432 0.024
C 3.90751 -0.69038 -1.73436 0.013
C 0.04244 3.14105 1.25118 0.024
C -0.05848 3.40176 2.75735 0.008
C 0.49067 4.45756 0.59274 0.003
C -1.32579 2.77700 0.64446 0.036
C 0.66177 -0.09801 2.64525 0.018
C 0.93685 -1.60472 2.48889 0.003
C -0.84655 0.05780 2.84081 0.006
C 1.43086 0.37144 3.89750 0.016
H 2.64951 -0.91369 0.78227 0.006
H 1.96108 3.01801 -0.84339 0.005
H 3.71385 2.73661 -2.28408 0.000
H 2.75112 1.47651 -3.08143 0.002
H 4.50295 1.48846 -3.23066 0.001
H 5.09795 2.20712 -0.23102 0.000
H 5.97127 1.02335 -1.20776 0.005
H 5.26259 0.53298 0.33314 0.000
H 2.98731 -1.01693 -2.23169 0.004
H 4.10486 -1.35419 -0.89283 0.000
H 4.72055 -0.82104 -2.44713 0.002
H 0.91561 3.66271 3.17164 0.000
H -0.46046 2.56325 3.31596 0.000
H -0.72357 4.24950 2.91912 0.001
H 1.49050 4.75010 0.91409 0.000
H -0.19535 5.24873 0.89111 0.000
H 0.46617 4.41119 -0.49707 0.000
H -1.76235 1.87624 1.06708 0.001
H -1.24404 2.65764 -0.44626 0.008
H -2.02305 3.59942 0.81057 0.007
H 0.53889 -2.00630 1.55046 0.002
H 0.45128 -2.13958 3.30366 0.000
H 1.99795 -1.84420 2.54490 0.000
H -1.39904 -0.30108 1.96474 0.001
H -1.16067 1.07305 3.05773 0.000
H -1.15126 -0.55815 3.68647 0.001
H 2.50186 0.20806 3.77511 0.000
H 1.09851 -0.21590 4.75359 0.003
H 1.26967 1.42075 4.12625 0.000
C -3.20622 -0.02963 -0.79802 0.004
As -1.54609 -0.84573 -1.37603 0.019
C -1.71641 -0.97551 -3.29767 0.010
C -1.57836 -2.69475 -0.70340 0.003
C -2.81182 -3.40745 -1.16152 0.000
C -2.81164 -4.11046 -2.36653 0.000
C -3.96385 -4.74344 -2.80317 0.000
C -5.12476 -4.67760 -2.04297 0.000
C -5.12909 -3.98652 -0.83750 0.000
C -3.97828 -3.35275 -0.39761 0.000
H -4.01836 -0.65560 -1.16806 0.000
H -3.29349 0.96996 -1.21826 0.000
H -3.25642 0.01850 0.28767 0.000
H -2.61148 -1.55567 -3.52050 0.001
H -0.84522 -1.47822 -3.71344 0.000
H -1.80741 0.02053 -3.72646 0.000
H -1.52055 -2.64246 0.38477 0.000
H -0.66964 -3.17502 -1.07028 0.000
H -1.90321 -4.18637 -2.95371 0.000
H -3.95236 -5.29808 -3.73139 0.000
H -6.02177 -5.17673 -2.38249 0.000
H -6.02576 -3.95176 -0.23412 0.000
H -3.98248 -2.83646 0.55605 0.000
```

Calculated values
LUMO energy (spin up / spin down)   -0.2250 / -0.3373 Eh
HOMO level (spin up / spin down)   -14.079 / -14.074 eV
E   -4514.76768 Eh
Total charge   +2
Spin multiplicity   6
Frontier orbital gap (spin up / spin down)   8.0 / 4.9 eV